# 1
# C4H8O2

A 2-piece molecular cluster, C4H8O2 overall at a distorted geometry (wB97M-V/def2-TZVPD, the OMol25 dataset).

Its lowest unoccupied orbital energy is 0.940 eV. Its maximum force is 1.3 eV Å⁻¹. As for the spin multiplicity: 1. Its charge is 0. For the total energy, the calculation gives -307.595497 Ha. Its energy above the lowest of the compared OMol25 structures with the same formula, charge and spin is 3.1819 eV. The calculation puts the orbital gap at 10.5 eV.

CARTESIAN COORDINATES (ANGSTROEM)
O  -0.91699  0.28767  -0.27174
O  0.18453  -1.02084  1.19053
C  1.59311  1.13257  -0.66099
C  2.17841  0.15916  0.02536
C  -2.22334  -0.09614  0.28072
C  -0.27964  -0.83999  0.10443
H  1.26559  2.04921  -0.17866
H  2.44378  -0.79477  -0.42689
H  -2.36999  0.57448  1.11837
H  -0.38183  -1.60155  -0.68587
H  -2.91064  0.00626  -0.54572
H  1.38610  1.04354  -1.72409
H  -2.31334  -1.12943  0.67723
H  2.34425  0.22983  1.09731

# 2
# C17H16I2N2O6Zn

C17H16I2N2O6Zn as an isolated structure (wB97M-V/def2-TZVPD, the OMol25 dataset).

Its lowest unoccupied orbital energy is -0.056 eV. Its maximum force is 0.1 eV Å⁻¹. As for the spin multiplicity: 1. Its charge is 0. For the total energy, the calculation gives -3593.207566 Ha. Its energy above the lowest of the compared OMol25 structures with the same formula, charge and spin is 0.0000 eV. The calculation puts the orbital gap at 7.7 eV.

CARTESIAN COORDINATES (ANGSTROEM)
I  0.23466  2.78180  -5.80781
I  3.61292  3.04487  -0.84438
Zn  0.56800  -0.17236  0.81837
O  -0.12391  3.71070  -0.40962
O  0.00314  1.08071  2.18354
O  -1.33330  1.83008  -0.28750
O  -2.53493  2.75890  2.07080
O  -1.71173  -0.34036  2.16814
O  2.00015  0.38235  -0.35223
N  0.77828  -2.20986  1.27178
N  -0.68572  -0.95754  -0.66225
C  -1.20262  -2.22177  -0.14876
C  1.68303  -2.79846  2.05776
C  2.18541  2.07161  -2.00307
C  1.79318  2.61762  -3.21848
C  0.70207  -4.93095  1.69316
C  -1.01500  2.90164  0.16395
C  -1.56047  3.53212  1.43228
C  0.30514  0.76425  -3.54880
C  1.64287  0.86675  -1.51263
C  -0.22784  -4.32067  0.87233
C  1.68041  -4.15651  2.30103
C  0.12887  -1.10089  -1.88624
C  0.84289  1.96547  -3.98787
C  0.69567  0.21350  -2.34161
C  -2.05107  1.86756  3.06623
C  -0.16819  -2.94703  0.68600
C  -1.21995  0.75194  2.44573
H  -0.46415  -1.55378  -2.68780
H  2.23165  3.54732  -3.55489
H  -0.42851  0.24706  -4.15562
H  -2.04602  -1.99524  0.50477
H  0.66984  -6.00044  1.85376
H  -2.01355  4.48459  1.14849
H  0.94602  -1.78830  -1.64608
H  -0.70719  3.74866  2.08304
H  -1.43973  2.41106  3.79435
H  0.27129  3.25668  -1.17701
H  -0.99870  -4.89557  0.37677
H  -2.93196  1.45184  3.54639
H  -1.54418  -2.88127  -0.95333
H  2.42937  -4.59275  2.94560
H  2.43018  -2.14937  2.49610
H  -1.42631  -0.27598  -0.79440

# 3
# C38H95BaN6O13

C38H95BaN6O13 as an isolated structure at a distorted geometry (wB97M-V/def2-TZVPD, the OMol25 dataset).

Its lowest unoccupied orbital energy is -5.114 eV. Its maximum force is 3.2 eV Å⁻¹. As for the spin multiplicity: 1. Its charge is +1. For the total energy, the calculation gives -2836.178209 Ha. Its energy above the lowest of the compared OMol25 structures with the same formula, charge and spin is 12.0117 eV. The calculation puts the orbital gap at 2.5 eV.

CARTESIAN COORDINATES (ANGSTROEM)
Ba  5.54523  0.99329  1.15820
O  -1.87050  2.27875  13.49487
O  9.87308  6.64320  -3.14071
O  0.09570  0.74154  1.49279
O  2.55982  -6.51786  -6.49757
O  -0.78987  -5.32458  -4.81383
O  -7.78287  -3.60435  6.97704
O  5.75540  5.69189  1.33912
O  -5.74896  -0.87297  -9.58227
O  -8.09002  -2.10279  0.61980
O  5.32069  -2.39156  0.27653
O  5.05591  1.60112  -2.30860
O  -1.56988  -1.22933  10.57873
O  -3.06517  2.99386  -7.78885
N  8.34420  5.56180  0.03802
N  1.73586  -4.35994  -4.82069
N  -3.21925  1.07465  10.99828
N  5.78684  -1.27946  -2.14668
N  -4.40249  0.40224  -7.42474
N  -7.95307  -3.51888  3.31594
C  3.05770  -5.17312  -6.67541
C  -0.84452  2.85359  14.27648
C  6.66154  -2.36870  -1.72512
C  -1.89173  3.84774  -7.79739
C  6.00539  -3.21617  -0.63393
C  10.81276  7.60202  -2.80720
C  -7.24938  -3.40335  5.66695
C  1.42908  -6.85540  -7.28514
C  -0.75237  -3.92938  -4.88273
C  -8.42189  -3.31341  4.66830
C  0.60198  -3.50154  -4.31875
C  -2.37562  3.08619  12.40333
C  9.40249  5.80405  -2.07274
C  4.06429  2.58486  -2.53396
C  6.36627  -0.36160  -3.13371
C  -8.50858  -0.84921  0.94031
C  -3.51231  2.34781  11.61747
C  -5.60126  -1.53655  -8.36933
C  -6.84082  -2.49632  1.20231
C  -2.05798  1.05712  10.15250
C  8.96910  6.54015  -0.81183
C  -1.14723  -2.48265  10.10022
C  -6.95307  -2.56697  2.75205
C  4.39605  -3.03830  1.16330
C  8.15058  6.12066  1.38743
C  5.38595  0.77075  -3.41407
C  -5.60826  -0.38856  -7.30162
C  2.02645  -4.08154  -6.28484
C  -3.18875  2.33621  -6.53015
C  -2.04174  -5.83292  -5.13203
C  -6.73001  -3.74064  7.93841
C  -5.77200  -1.64223  -10.80407
C  -1.99179  1.76018  0.53316
C  4.42954  6.10585  1.51788
C  6.69021  6.71321  1.57262
C  -1.79466  -0.31970  9.54759
C  -4.45414  1.54702  -6.51899
C  -1.30997  0.66685  1.41590
H  4.48910  0.33876  -3.85806
H  8.62136  5.12561  -2.41576
H  9.11033  4.90623  0.09601
H  10.57378  8.28056  -1.98831
H  6.71630  -3.77878  -0.02880
H  -1.63624  4.22116  -8.78905
H  -1.06676  3.15764  -7.62054
H  -1.99899  -6.91953  -5.05756
H  -9.45882  -0.66221  0.44013
H  -4.27425  2.25849  12.39180
H  -6.12806  -2.83444  8.00587
H  -8.89762  -2.34602  4.82932
H  4.19032  -2.35087  1.98380
H  -2.39253  1.62243  -6.31883
H  -6.88840  -2.37652  5.60861
H  -7.11606  -3.87897  8.94832
H  2.41626  -3.09711  -6.54379
H  3.44357  -3.24471  0.67516
H  1.13715  -4.17274  -6.90847
H  0.64173  -6.10568  -7.36319
H  7.59903  -1.90428  -1.41929
H  -7.77057  -0.14265  0.56055
H  -0.91869  -0.13303  8.92636
H  -3.06615  1.58102  0.49135
H  1.79653  -6.99068  -8.30239
H  -3.15549  3.03108  -5.69101
H  -6.47986  -3.47819  0.89616
H  1.06014  -7.82480  -6.95008
H  -6.67604  -2.24298  -10.90359
H  8.09838  5.28281  2.08268
H  -9.15817  -4.03389  5.02453
H  -6.15634  -1.80542  0.71012
H  -1.57809  3.37829  11.72015
H  6.44871  7.45047  0.80698
H  6.82394  -0.88843  -3.97103
H  -5.29882  2.16898  -6.81526
H  -1.97416  4.62231  -7.03492
H  5.30672  -3.93708  -1.05849
H  0.01387  3.17359  13.68585
H  4.97380  -1.72255  -2.55009
H  0.68692  -3.55320  -3.23329
H  6.95695  -3.04903  -2.52386
H  1.28659  -5.26442  -4.80744
H  -5.94438  -2.88989  3.00967
H  3.05872  2.22984  -2.75955
H  6.56940  7.14374  2.56668
H  -6.08562  -4.60106  7.75799
H  5.82857  1.43923  -4.15253
H  3.94517  3.25575  -1.68318
H  7.22651  0.11226  -2.66091
H  4.03489  6.74979  0.73195
H  -2.42571  -5.52989  -6.10611
H  -1.19786  1.31285  10.77129
H  -8.66862  -0.67343  2.00407
H  8.94075  6.81604  1.67060
H  -1.23285  -3.18103  10.93272
H  -1.83204  -2.87044  9.34605
H  4.30082  3.31156  -3.31118
H  10.21134  5.11458  -1.83090
H  -5.65973  -0.96445  -11.65031
H  4.24558  6.52722  2.50616
H  -8.60760  -3.89385  2.64430
H  -1.77331  0.66105  2.40250
H  -4.87794  -2.26564  -10.79318
H  -4.41779  0.69374  -8.39164
H  3.32543  -5.21391  -7.73124
H  -1.72830  1.70064  -0.52284
H  -1.64397  -0.32905  1.12481
H  4.84490  -3.92965  1.60162
H  -6.34541  -2.30788  -8.17087
H  -2.19296  1.71653  9.29514
H  -6.54712  -4.16698  5.33257
H  0.75153  -2.47745  -4.66076
H  -0.10155  -2.38426  9.80874
H  4.01943  -5.10836  -6.16651
H  8.25293  7.28185  -1.16551
H  9.80810  7.04651  -0.33457
H  -1.03409  -3.63825  -5.89465
H  11.78761  7.18585  -2.55310
H  -0.53685  2.17777  15.07442
H  -1.52742  -3.40551  -4.32330
H  -7.15100  -1.59310  3.19981
H  -6.50883  0.22391  -7.34574
H  3.77314  5.23591  1.53847
H  -2.83665  -5.56761  -4.43501
H  -5.62299  -0.77073  -6.28091
H  -4.70883  -2.16070  -8.41532
H  -2.71374  3.99409  12.90282
H  10.99868  8.15960  -3.72515
H  -3.21958  0.34549  11.69715
H  -4.71531  1.16725  -5.53123
H  -2.57950  -0.62603  8.85600
H  -1.05458  3.80846  14.75834
H  -1.79249  2.78705  0.83963
H  -3.92204  3.06265  10.90387

# 4
# C48H53IrN6O2P3S

C48H53IrN6O2P3S as an isolated structure at a distorted geometry (wB97M-V/def2-TZVPD, the OMol25 dataset).

Its lowest unoccupied orbital energy (spin up / spin down) is -6.603 / -5.915 eV. Its expectation value of S² is 1.114. Its maximum force is 3.0 eV Å⁻¹. As for the spin multiplicity: 2. Its charge is +2. For the total energy, the calculation gives -3866.080956 Ha. Its energy above the lowest of the compared OMol25 structures with the same formula, charge and spin is 1.6137 eV. The calculation puts the orbital gap (spin up / spin down) at 5.4 / 6.1 eV.

CARTESIAN COORDINATES (ANGSTROEM)
Ir  -0.56719  0.43808  0.12858
S  1.57751  3.64228  -0.35032
P  2.92711  -0.26942  -0.43062
P  1.27371  -2.73792  -0.19952
P  -2.30329  2.19838  -0.44062
O  0.18791  -1.74732  -0.45552
O  1.76301  0.59008  -0.04322
N  -1.97579  -0.71772  4.15618
N  -0.66059  0.13348  2.40768
N  -1.40389  -0.20162  6.30808
N  0.03921  0.42058  4.64118
N  -2.32729  -1.04842  0.61738
N  1.37271  1.10088  2.91488
C  0.25271  -5.37532  3.40848
C  6.48311  0.75048  1.34698
C  0.22171  -3.99132  3.49808
C  -4.44259  -2.65142  1.41938
C  -3.04639  -1.71422  -0.27292
C  2.77061  -4.48522  -1.82132
C  -0.65569  3.50428  1.45408
C  -2.69549  0.82758  -2.79472
C  -3.40119  3.21568  -2.95662
C  0.93351  -4.32092  -3.90002
C  -0.28709  4.71548  2.14368
C  -5.00039  1.50808  -0.08682
C  0.14281  3.05318  0.23538
C  -3.75179  2.34238  1.90138
C  0.87871  -5.22622  1.09318
C  5.85001  2.47448  -0.20442
C  -2.61019  -1.19732  1.91418
C  -1.28479  3.64988  0.07088
C  2.98521  -5.18272  -2.99492
C  0.57731  -5.98862  2.20978
C  -3.66929  -1.98682  2.35658
C  2.07211  -5.09882  -4.03502
C  -4.11299  -2.52772  0.07898
C  -1.44939  4.99528  -0.41682
C  -0.32629  5.92468  1.51958
C  -3.98279  2.53928  0.39938
C  3.03181  -0.64662  -2.19032
C  1.63921  -3.68852  -1.69422
C  1.95591  -0.41492  -3.03282
C  5.34661  0.02758  1.02338
C  -1.10019  -0.15692  5.02048
C  0.86321  -3.84242  1.18578
C  -0.91599  6.06418  0.23948
C  4.20001  -1.22612  -2.67392
C  2.04431  -0.77272  -4.36532
C  6.73341  1.96818  0.73628
C  -1.71219  -0.55012  2.88508
C  4.28081  -1.58442  -4.00432
C  3.20271  -1.36152  -4.84712
C  -4.48349  3.96078  0.16088
C  0.71721  -3.61572  -2.73122
C  0.53041  -3.22852  2.38868
C  0.24291  0.54438  3.33758
C  -0.96939  2.59898  -2.80522
C  4.71561  1.75718  -0.53372
C  -2.38549  2.25828  -2.34202
C  2.83671  -1.92262  0.36928
C  4.46491  0.53518  0.08038
H  -4.42029  2.89828  -2.75632
H  -3.70579  4.69458  0.36148
H  -4.85009  4.10178  -0.84982
H  -3.67699  0.49808  -2.46222
H  -0.16429  -3.00422  -2.60282
H  2.03681  1.42498  3.59608
H  7.17771  0.35838  2.07298
H  -3.28109  4.24028  -2.61832
H  -0.02929  -3.51172  4.43258
H  -1.97909  5.14298  -1.34312
H  -0.69669  3.63008  -2.59782
H  -1.01409  7.05138  -0.18752
H  -3.26859  3.21598  -4.03752
H  -4.71129  2.31398  2.41318
H  0.60351  -7.06532  2.14478
H  0.51641  -2.14762  2.43778
H  -5.91199  1.58958  0.50458
H  -0.96409  2.67008  2.07758
H  -3.23689  1.40358  2.10058
H  1.21531  -0.59542  -5.03212
H  1.12461  -5.70152  0.15478
H  0.02161  -5.97542  4.27478
H  -4.61309  0.49688  0.02958
H  2.24601  -5.64742  -4.94772
H  5.03771  -1.37792  -2.00652
H  0.21431  -4.26942  -4.70302
H  -0.88699  2.43928  -3.87852
H  6.04841  3.41968  -0.68382
H  3.86431  -5.79942  -3.09752
H  3.69961  -2.52802  0.09698
H  -5.26939  1.66758  -1.12792
H  -5.27269  -3.26452  1.73108
H  -2.67499  0.78048  -3.88122
H  -4.67929  -3.03392  -0.68542
H  -2.25229  -0.65732  6.60248
H  -3.17999  3.16508  2.32198
H  0.01861  6.81068  2.02588
H  5.15931  -0.92382  1.49998
H  1.06031  0.04038  -2.63092
H  -1.93899  0.14038  -2.40712
H  3.47431  -4.57262  -1.00532
H  7.62181  2.52438  0.99298
H  -5.30579  4.16118  0.84488
H  3.26841  -1.64732  -5.88482
H  -3.85559  -2.05972  3.41538
H  2.80521  -1.80542  1.45618
H  -0.24659  1.94938  -2.30232
H  0.04971  4.62698  3.16398
H  -2.75589  -1.59672  -1.30572
H  1.56301  1.17948  1.92378
H  4.01101  2.12858  -1.26532
H  5.18361  -2.03372  -4.38682
H  -0.77289  0.19488  6.98348

Question: Look up the charge of the fourth one.
Answer: +2

Question: What is the formula in the first record?
Answer: C4H8O2